21
Properties=species:S:1:pos:R:3 method="wB97M-V/def2-TZVPD" homo_lumo_gap_ev=7.171 e_above_lowest_kcal_mol=87.26 smiles="C#CC(=O)CC[S@](=O)(O)=CC" energy_ev=-24393.6428 charge=0 fmax_ha_per_bohr=0.03381
C -0.883 1.283 -2.676
C -0.487 0.305 -2.099
C -0.088 -0.859 -1.368
O -0.883 -1.676 -0.948
C 1.399 -0.969 -1.133
C 1.793 -0.061 0.017
S 0.823 -0.421 1.615
O 1.812 -0.276 2.638
O 0.584 -1.991 1.387
C -0.644 0.230 2.099
C -1.783 0.310 1.128
H -1.206 2.145 -3.187
H 1.944 -0.676 -2.035
H 1.641 -2.001 -0.877
H 2.827 -0.213 0.311
H 1.611 0.989 -0.201
H -0.183 -2.175 0.819
H -0.400 1.175 2.567
H -2.033 -0.667 0.724
H -1.618 0.995 0.289
H -2.647 0.669 1.684